The following is a DFT calculation (wB97M-V/def2-TZVPD) of a molecular structure, C32H32BrFN6O2RhSSi.

Geometry as XYZ:
```
77
Properties=species:S:1:pos:R:3:forces:R:3
Rh 0.0094 0.5287 0.0632 -0.126 -0.305 0.173
C -0.0513 3.8001 1.2569 -0.046 -0.002 0.019
Si -1.4867 2.8012 1.9290 0.050 -0.129 -0.066
C -3.0716 3.5802 1.2089 0.031 0.013 0.069
C -1.5249 3.0169 3.8005 0.014 0.031 -0.078
N -1.3507 1.1362 1.4715 0.004 0.233 0.150
C -2.0116 0.1765 2.1804 0.046 -0.056 -0.089
C -3.2813 0.3752 2.7636 -0.037 -0.012 0.018
C -3.9384 -0.6018 3.4927 0.011 -0.032 -0.002
C -3.3713 -1.8547 3.6770 -0.034 0.032 0.005
C -2.1238 -2.0980 3.1160 0.064 0.000 -0.032
C -1.4880 -1.1104 2.4022 0.057 -0.101 0.006
F -0.2569 -1.4204 1.8899 -0.083 0.032 0.015
H -0.0685 4.7706 1.7597 0.002 0.081 0.005
H -0.1145 3.9788 0.1843 0.026 0.000 -0.013
H 0.9062 3.3260 1.4651 0.014 -0.019 0.024
H -2.8603 4.5440 0.7398 0.006 0.061 -0.004
H -3.8234 3.7531 1.9819 -0.040 -0.006 0.029
H -3.5209 2.9332 0.4540 -0.005 -0.050 -0.038
H -2.2322 3.7922 4.1047 -0.014 0.018 0.011
H -0.5322 3.2904 4.1570 0.067 0.002 -0.014
H -1.7908 2.0871 4.2993 -0.062 -0.064 0.036
H -3.7620 1.3344 2.6216 -0.007 0.056 -0.027
H -4.9125 -0.3787 3.9108 -0.013 -0.004 0.016
H -3.8785 -2.6233 4.2433 -0.013 -0.019 0.009
H -1.6189 -3.0481 3.2349 0.001 -0.025 0.006
S 2.8757 1.6667 -6.9642 -0.059 -0.005 0.156
N 3.2936 0.6413 -5.7699 0.037 -0.070 0.029
C 2.4893 0.8723 -4.7521 0.022 0.024 -0.050
C 2.5117 0.1783 -3.4743 -0.025 0.042 -0.134
C 3.4122 -0.8084 -3.1641 0.076 -0.082 0.056
C 3.3787 -1.4094 -1.8964 -0.070 0.066 -0.033
C 2.3947 -0.9967 -1.0113 -0.014 -0.047 0.013
N 1.4888 -0.0731 -1.2952 -0.027 0.048 0.119
C 1.5372 0.5803 -2.5074 0.038 -0.044 0.024
C 0.6349 1.6262 -2.7423 -0.050 0.048 0.054
N -0.2151 1.9902 -1.7263 0.083 0.006 0.006
C -1.1498 2.8877 -1.9601 -0.025 0.035 -0.002
C -1.3063 3.5533 -3.1754 0.075 -0.066 0.010
C -0.4042 3.2576 -4.1979 -0.034 0.072 -0.010
C 0.5704 2.3053 -3.9977 0.009 0.010 -0.115
C 1.5356 1.9178 -5.0088 0.063 -0.031 -0.048
N 1.6547 2.4406 -6.2136 -0.082 0.055 -0.026
H 4.1455 -1.1011 -3.9045 0.014 -0.004 -0.013
H 4.0807 -2.1750 -1.6051 0.028 -0.014 -0.003
H 2.3176 -1.4333 -0.0214 -0.008 0.010 -0.010
H -1.8143 3.0973 -1.1285 0.002 0.017 -0.033
H -2.0928 4.2822 -3.2991 -0.018 0.017 -0.005
H -0.4535 3.7619 -5.1553 -0.009 -0.004 -0.001
Br 7.8295 1.2014 4.1246 0.023 0.003 0.003
C 6.0000 1.1570 3.6028 -0.026 -0.002 -0.023
C 5.0192 1.2684 4.5740 0.030 0.000 -0.012
C 3.6896 1.2277 4.1854 -0.032 -0.014 -0.024
C 3.3427 1.0848 2.8475 0.003 -0.083 0.092
C 4.3460 0.9804 1.8925 -0.010 0.010 -0.041
C 5.6824 1.0123 2.2630 0.030 0.009 0.052
C 1.8711 1.0315 2.4661 0.034 0.248 0.017
O 1.0259 1.0757 3.3465 -0.008 -0.044 0.102
O 1.6961 0.9822 1.1951 -0.053 0.062 -0.314
H 5.2932 1.3822 5.6133 0.004 -0.001 0.019
H 2.8921 1.3016 4.9126 -0.016 0.004 0.008
H 4.0683 0.8758 0.8523 -0.018 -0.008 -0.004
H 6.4652 0.9269 1.5227 0.018 0.002 -0.014
C -2.9826 -2.1577 -0.7483 -0.042 -0.049 -0.060
C -1.7872 -1.5789 -1.5140 -0.007 0.299 0.042
C -0.6659 -2.6165 -1.6169 -0.029 -0.065 -0.017
C -2.2195 -1.1225 -2.9162 0.007 -0.076 -0.005
N -1.3268 -0.4181 -0.8159 0.121 -0.178 -0.094
H -3.4288 -2.9695 -1.3274 -0.012 -0.019 0.004
H -3.7363 -1.3890 -0.5806 -0.021 0.029 -0.005
H -2.6740 -2.5439 0.2215 0.031 0.006 0.053
H -1.0576 -3.5233 -2.0840 0.014 -0.018 -0.004
H -0.2854 -2.8690 -0.6269 -0.008 0.018 0.039
H 0.1589 -2.2417 -2.2207 0.023 0.027 -0.026
H -2.5282 -1.9851 -3.5102 -0.016 -0.016 -0.017
H -1.3921 -0.6255 -3.4241 0.035 0.010 -0.005
H -3.0537 -0.4242 -2.8522 -0.012 0.028 0.021
```
Forces are in eV/Å.

Summary:
HOMO level (alpha / beta)   -0.10121 / -0.16364 Eh
Expectation value of S²   6.0522
Net charge   -1
E_LUMO (alpha / beta)   2.1 / 2.1 eV
Multiplicity   5
HOMO-LUMO gap (alpha / beta)   4.82 / 6.60 eV

---

The following is a DFT calculation (wB97M-V/def2-TZVPD) of a molecular structure, C32H32BrN6O2Ru.

Geometry as XYZ:
```
74
Properties=species:S:1:pos:R:3:forces:R:3
Ru -0.7959 -0.8324 -0.4637 -0.045 0.338 0.017
O -1.5449 -2.0879 1.0679 0.015 -0.293 0.091
C -2.0806 -1.9168 2.2128 0.019 0.026 -0.046
C -2.2356 -3.0345 3.0852 -0.019 0.004 0.008
C -2.7846 -2.8896 4.3220 -0.009 0.014 0.057
C -3.2247 -1.6234 4.7987 0.019 0.002 -0.076
C -3.1092 -0.5370 3.9942 0.035 -0.037 -0.049
C -2.5359 -0.6294 2.6840 -0.114 0.065 0.156
C -2.5182 0.5429 1.9195 0.133 -0.079 -0.111
N -2.0188 0.6593 0.6933 -0.228 0.196 0.073
N -2.1548 1.8638 0.1599 0.108 -0.206 -0.236
C -1.9380 1.8141 -1.2097 -0.140 0.098 0.296
O -1.7618 0.7317 -1.8078 0.206 0.043 -0.027
C -1.9369 3.0987 -1.9174 -0.026 -0.026 0.037
C -1.6152 3.1178 -3.2765 -0.008 -0.005 -0.012
C -1.5881 4.3175 -3.9614 -0.004 0.007 0.017
C -1.8874 5.5007 -3.2946 -0.006 0.014 -0.004
C -2.2137 5.4872 -1.9446 0.009 -0.025 -0.018
C -2.2384 4.2894 -1.2516 0.007 0.024 0.006
H -1.9137 -4.0002 2.7187 0.005 -0.001 -0.012
H -2.8981 -3.7575 4.9591 0.003 -0.010 -0.001
H -3.6648 -1.5379 5.7813 -0.005 -0.012 0.014
H -3.4625 0.4304 4.3291 -0.003 0.013 -0.008
H -2.9831 1.4370 2.3285 0.017 0.025 0.020
H -1.3966 2.1867 -3.7814 0.002 -0.008 0.003
H -1.3423 4.3375 -5.0140 0.003 -0.004 -0.010
H -1.8720 6.4386 -3.8334 0.000 0.006 -0.005
H -2.4555 6.4104 -1.4370 -0.002 0.009 0.007
H -2.5004 4.2671 -0.2038 0.000 -0.013 0.000
Br 5.5049 3.0119 -1.8074 0.068 0.050 0.015
C 4.0185 1.8727 -1.9606 -0.055 -0.060 -0.023
C 4.1769 0.6044 -2.5028 -0.071 0.036 0.033
C 3.0794 -0.2409 -2.6018 0.097 0.053 0.037
C 1.8384 0.1855 -2.1488 -0.276 -0.187 -0.033
C 1.6829 1.4579 -1.6129 0.029 0.110 0.017
C 2.7712 2.3110 -1.5295 0.018 -0.052 -0.017
N 0.7027 -0.6836 -2.1522 0.162 -0.226 -0.410
C 0.4173 -1.3473 -3.2071 -0.154 0.008 0.291
C -0.7437 -2.2631 -3.2232 0.319 0.290 0.061
C -1.0384 -3.0147 -4.3421 -0.192 -0.094 0.061
C -2.1425 -3.8653 -4.2909 0.118 0.081 -0.014
C -2.8894 -3.9173 -3.1316 -0.045 0.001 0.048
C -2.5220 -3.1183 -2.0519 0.002 0.026 0.027
N -1.4735 -2.3070 -2.0948 -0.014 -0.227 -0.146
H 5.1492 0.2766 -2.8424 0.016 0.003 -0.005
H 3.2109 -1.2410 -2.9945 -0.039 -0.021 -0.015
H 0.7053 1.7989 -1.2904 0.033 -0.038 -0.020
H 2.6514 3.3146 -1.1450 0.010 0.006 0.010
H 1.0007 -1.2538 -4.1227 0.031 0.038 0.026
H -0.4293 -2.9400 -5.2320 0.028 0.003 -0.004
H -2.4049 -4.4718 -5.1466 -0.012 -0.004 -0.002
H -3.7525 -4.5623 -3.0497 -0.005 0.002 0.000
H -3.0796 -3.1244 -1.1236 -0.010 -0.028 -0.017
C 3.7448 -0.5794 1.9787 0.013 0.024 0.116
C 2.5922 -0.9541 1.0237 0.039 -0.037 0.017
N 1.2927 -0.6827 1.6483 -0.004 0.060 -0.147
C 1.2646 0.6966 2.1422 -0.027 0.037 0.012
C 2.2710 0.8773 3.3002 0.081 -0.056 0.061
N 3.1323 -0.3561 3.3334 -0.012 0.009 -0.029
C 2.3092 -1.5528 3.7251 0.086 0.065 0.027
C 1.0956 -1.5999 2.7726 -0.058 -0.055 0.030
H 4.2410 0.3502 1.7022 -0.001 -0.021 -0.037
H 4.4932 -1.3630 2.0806 -0.008 -0.001 -0.031
H 2.6332 -2.0129 0.7673 -0.006 0.010 -0.014
H 2.6835 -0.3783 0.1076 -0.003 0.018 -0.036
H 0.2586 0.9303 2.4879 -0.001 0.009 -0.020
H 1.5019 1.3651 1.3157 0.016 0.011 -0.026
H 1.7929 0.9537 4.2758 -0.018 0.015 -0.024
H 2.9338 1.7298 3.1631 -0.040 0.018 -0.003
H 3.8746 -0.2249 4.0187 -0.001 0.006 -0.004
H 2.0274 -1.4243 4.7686 -0.028 -0.042 -0.011
H 2.9598 -2.4219 3.6395 -0.029 -0.010 -0.003
H 0.1894 -1.3099 3.3011 -0.024 0.004 0.004
H 0.9463 -2.6101 2.3949 -0.007 0.002 0.006
```
Forces are in eV/Å.

Summary:
HOMO level (alpha / beta)   -0.46361 / -0.47522 Eh
Expectation value of S²   8.7985
Net charge   +2
E_LUMO (alpha / beta)   -5.6 / -7.1 eV
Multiplicity   6
HOMO-LUMO gap (alpha / beta)   7.01 / 5.84 eV

---

The following is a DFT calculation (wB97M-V/def2-TZVPD) of a molecular structure, C32H32BrN6O3S7Tl.

Geometry as XYZ:
```
82
Properties=species:S:1:pos:R:3:forces:R:3
Tl -0.1416 0.5533 -0.4565 -0.007 0.105 0.014
S 5.8434 -4.8822 -0.7351 0.003 0.002 0.001
C 4.4932 -3.9041 -0.7347 -0.016 0.000 -0.006
S 4.1519 -2.7283 0.4641 0.001 -0.010 0.003
C 2.6286 -2.1060 -0.1560 0.030 -0.001 0.013
C 2.1982 -2.6871 -1.3079 0.009 0.058 -0.021
S 0.8195 -2.3124 -2.2943 -0.012 -0.059 -0.009
S 3.2646 -3.9425 -1.9303 -0.003 -0.016 0.002
S 1.9604 -0.8035 0.7974 -0.014 -0.040 -0.035
C 4.3628 5.7838 2.0061 -0.005 -0.002 0.007
N 4.1005 4.4589 1.5062 -0.077 0.007 0.006
C 3.8669 3.3276 2.2752 0.103 -0.023 0.006
C 3.6417 2.3108 1.4291 -0.051 0.019 0.016
N 3.7206 2.8323 0.1447 0.039 -0.002 -0.008
C 4.0176 4.1632 0.1833 0.001 -0.003 -0.011
S 4.3152 5.2334 -1.0764 0.000 0.003 0.001
C 3.4527 2.0448 -1.0154 0.043 -0.010 0.017
C 4.1970 0.8927 -1.2170 -0.003 -0.012 -0.033
C 3.8524 0.0781 -2.2814 -0.007 0.028 0.016
C 2.7982 0.4614 -3.0957 0.030 -0.014 -0.004
C 2.1407 1.6472 -2.8082 -0.001 -0.003 -0.004
N 2.4478 2.4331 -1.7760 -0.015 -0.025 -0.011
H 5.3481 6.1248 1.6865 -0.001 0.000 0.000
H 4.3082 5.7558 3.0929 0.001 -0.001 0.001
H 3.6221 6.4814 1.6157 0.003 0.005 -0.001
H 3.8326 3.3648 3.3482 0.000 -0.004 -0.002
H 3.3591 1.2825 1.5886 0.000 0.003 0.001
H 4.9938 0.6299 -0.5347 -0.003 0.009 0.005
H 4.3780 -0.8527 -2.4537 0.000 -0.002 -0.002
H 2.4618 -0.1674 -3.9069 -0.002 0.006 0.002
H 1.3036 1.9733 -3.4153 -0.001 -0.006 -0.008
O -0.5387 -4.6103 -4.2191 0.047 0.057 0.019
C -1.3143 -5.0048 -3.1181 -0.046 -0.034 0.068
N -2.0744 -3.9143 -2.5491 -0.035 0.056 -0.056
C -3.4032 -3.7457 -2.7173 0.026 -0.029 0.038
O -4.1482 -4.5848 -3.2085 0.005 -0.023 -0.017
C -3.9482 -2.4374 -2.2166 -0.016 -0.024 0.002
C -3.2013 -1.2695 -2.1572 0.060 -0.012 -0.029
C -3.8142 -0.1191 -1.6935 -0.038 0.067 0.039
C -5.1354 -0.1811 -1.2775 -0.061 -0.012 0.091
N -5.8677 -1.3003 -1.3096 0.142 -0.048 -0.103
C -5.2716 -2.3915 -1.7892 -0.049 0.032 0.004
H 0.1316 -3.9882 -3.8687 -0.044 -0.025 -0.016
H -0.6781 -5.4130 -2.3266 0.009 -0.010 -0.010
H -2.0199 -5.7604 -3.4539 -0.001 0.001 0.006
H -1.5195 -3.1990 -2.0914 0.027 0.005 -0.002
H -2.1595 -1.2406 -2.4598 -0.004 0.004 0.004
H -3.2666 0.8129 -1.6353 -0.001 -0.002 0.007
H -5.6115 0.7061 -0.8753 -0.003 -0.006 0.000
H -5.8646 -3.2983 -1.8354 0.007 -0.003 -0.006
Br -2.2792 -6.9602 0.2041 0.001 0.000 0.009
C -2.0901 -5.1027 0.5399 0.002 -0.022 -0.012
C -0.8359 -4.5317 0.5658 0.007 0.008 0.003
C -0.7588 -3.1589 0.7770 -0.005 0.023 0.001
N -1.8280 -2.3833 0.9549 -0.035 -0.004 0.009
C -3.0243 -2.9665 0.9215 0.005 -0.004 0.000
C -3.2190 -4.3246 0.7215 -0.009 0.010 -0.014
H 0.0622 -5.1107 0.4028 0.004 0.004 -0.001
H 0.2034 -2.6594 0.7953 -0.009 -0.015 0.014
H -3.8854 -2.3149 1.0424 0.000 0.001 0.004
H -4.2124 -4.7475 0.6767 -0.002 0.006 0.002
C 0.7661 4.0859 3.4319 -0.011 -0.002 0.000
C 0.6404 2.7464 3.7858 0.009 0.006 -0.001
C 0.4475 1.7808 2.8001 0.012 -0.015 -0.002
C 0.3546 2.0922 1.4355 -0.001 0.004 -0.002
C 0.4920 3.4527 1.1224 0.004 0.005 0.001
C 0.6988 4.4352 2.0879 0.001 -0.002 -0.023
H 0.9160 4.8454 4.1924 0.000 -0.001 0.001
H 0.6986 2.4542 4.8308 0.000 0.006 0.003
H 0.3757 0.7404 3.1165 -0.002 0.001 -0.005
H 0.4552 3.7688 0.0806 -0.008 -0.007 0.001
H 0.8078 5.4741 1.7887 0.001 0.004 0.012
C -2.9714 0.8472 1.7950 -0.016 0.038 -0.002
S -3.1743 2.4191 0.9515 -0.017 -0.027 0.000
C -2.8521 3.4494 2.3852 0.014 0.012 0.005
O -4.6382 2.5574 0.6546 0.014 -0.006 0.014
H -3.7609 0.7700 2.5440 0.005 -0.010 0.003
H -1.9800 0.8140 2.2448 -0.012 -0.016 0.002
H -3.0576 0.0512 1.0580 -0.008 -0.003 -0.006
H -3.5717 3.1928 3.1638 -0.007 -0.006 -0.007
H -2.9883 4.4828 2.0718 0.003 0.002 0.001
H -1.8250 3.2928 2.7159 -0.011 0.006 -0.001
```
Forces are in eV/Å.

Summary:
HOMO level   -0.07414 Eh
Net charge   -2
E_LUMO   3.7 eV
HOMO-LUMO gap   5.76 eV

---

| no. | E_tot (Eh) |
| --- | --- |
| 1 | -5189.858255 |
| 2 | -4385.948033 |
| 3 | -7326.806063 |